No. 1
ORCA calculation (ωB97M-V with the def2-TZVPD basis set) on a 3-piece molecular cluster, C37H75BN9O7P2 overall in a non-equilibrium geometry.

Values from the calculation:
highest occupied orbital energy	-0.3214	Eh
orbital gap	5.561	eV
charge	+1
energy	-86578.25255	eV
LUMO	-3.18	eV

```
131
Properties=species:S:1:pos:R:3:forces:R:3
C 2.1547 1.6961 1.0845 0.146 0.445 0.453
C 1.1847 1.3676 2.2260 -0.472 -0.612 -0.096
C 0.2442 0.1653 1.9318 -0.271 0.882 -0.513
C -1.1812 0.6535 1.6042 0.767 -0.028 -0.264
C -1.1837 1.3008 0.2172 -1.042 0.193 0.004
C -2.6244 1.4712 -0.3383 0.298 -0.867 0.238
C -2.7816 0.7493 -1.6758 -0.045 -0.034 -0.102
C -1.8686 1.3201 -2.7801 -0.405 0.888 0.214
C -2.6121 1.8437 -4.0262 -0.238 -0.775 0.499
C -2.4467 0.9367 -5.2524 -0.352 0.890 -0.311
C -1.0707 0.8597 -5.8690 0.351 -0.284 0.177
C -0.3875 1.9835 -6.3681 -0.246 0.215 0.239
C -0.9282 3.3927 -6.3124 0.407 -0.065 -0.437
C -0.1327 4.2995 -5.3790 -0.090 0.263 -0.116
O -0.3858 3.9770 -4.0175 0.057 0.292 -0.135
C -0.0401 4.9399 -3.0964 0.585 -0.219 1.066
C -0.5951 6.3283 -3.2612 -0.202 -0.162 -0.746
O 0.6588 4.6280 -2.1699 -0.487 0.026 -0.482
C 0.8565 1.8171 -6.9669 -0.302 -0.125 0.609
O 1.4770 2.9154 -7.4887 0.119 -0.168 -0.204
C 1.4208 0.5550 -7.0617 0.337 0.274 -0.356
N 2.6617 0.3382 -7.6802 -0.464 0.075 -0.101
N 0.7745 -0.5090 -6.5560 -0.265 -0.084 -0.322
C 1.4335 -1.8217 -6.6787 0.551 -0.571 0.397
B 2.5494 -2.0140 -5.5425 -0.043 0.096 -0.045
O 2.2562 -1.5008 -4.3187 0.286 0.268 -0.253
O 3.7187 -2.6621 -5.8567 -0.184 0.348 -0.168
C -0.4450 -0.3763 -5.9656 -0.286 -0.166 0.142
C -1.0784 -1.6129 -5.4313 0.166 -0.172 0.347
C -1.0322 -1.9262 -4.0737 -0.127 -0.237 -0.568
C -1.6214 -3.1180 -3.6965 0.132 -0.178 0.676
C -2.2129 -3.9573 -4.6277 0.066 0.349 -0.081
N -2.2769 -3.6537 -5.9239 0.106 -0.105 0.235
C -1.7103 -2.5124 -6.2843 -0.052 0.366 -0.500
H 3.1385 1.2700 1.2808 -0.006 -0.216 -0.274
H 2.3018 2.7762 1.0184 0.072 0.016 0.010
H 1.7767 1.3892 0.1100 0.038 -0.190 0.006
H 0.5488 2.2382 2.3959 0.066 0.044 0.235
H 1.7027 1.1304 3.1542 0.235 0.395 0.005
H 0.2371 -0.5645 2.7377 0.066 -0.047 0.003
H 0.6001 -0.2793 0.9975 0.134 -0.578 0.277
H -1.4801 1.3982 2.3451 -0.273 -0.176 0.122
H -1.8792 -0.1834 1.5880 -0.083 -0.036 0.168
H -0.6594 0.6230 -0.4611 0.269 0.182 -0.044
H -0.7002 2.2783 0.2281 0.375 -0.147 -0.051
H -2.9390 2.5139 -0.3968 0.032 0.040 -0.092
H -3.2915 0.9487 0.3516 -0.171 0.284 0.093
H -2.5595 -0.3104 -1.5158 -0.034 -0.029 0.085
H -3.8368 0.7925 -1.9601 0.032 -0.013 -0.222
H -1.0829 0.6191 -3.0543 0.089 0.077 -0.043
H -1.3794 2.1920 -2.3431 0.340 -0.142 -0.020
H -3.6782 1.8235 -3.7902 -0.058 0.090 -0.109
H -2.3668 2.8828 -4.1969 0.147 -0.034 -0.218
H -2.8226 -0.0448 -4.9804 0.165 -0.117 -0.107
H -3.1223 1.3091 -6.0311 0.000 -0.071 -0.076
H -0.7845 3.8156 -7.3096 -0.060 0.034 -0.025
H -1.9924 3.4302 -6.1112 -0.010 -0.066 0.155
H -0.3807 5.3351 -5.6238 -0.217 0.023 0.213
H 0.9387 4.2064 -5.5541 0.009 -0.130 -0.069
H 0.1295 6.9217 -3.8212 0.039 0.139 0.151
H -1.5161 6.3276 -3.8440 -0.047 -0.019 0.058
H -0.7746 6.7810 -2.2937 0.163 -0.047 0.098
H 2.4147 2.9276 -7.2693 0.005 0.130 0.043
H 3.0674 1.2143 -7.9796 0.060 -0.015 -0.010
H 2.5106 -0.1972 -8.5319 0.349 -0.242 0.082
H 1.9317 -1.9348 -7.6350 -0.188 0.166 -0.140
H 0.7124 -2.6296 -6.6159 -0.202 0.153 0.008
H 3.0281 -1.5033 -3.7389 -0.166 -0.143 0.254
H 4.4944 -2.0932 -5.8249 0.212 -0.274 0.154
H -0.5434 -1.2834 -3.3577 0.031 -0.025 0.040
H -1.5941 -3.4202 -2.6575 -0.019 0.032 -0.007
H -2.6410 -4.8970 -4.3042 -0.085 -0.046 -0.116
H -1.7426 -2.2700 -7.3436 -0.098 -0.072 -0.051
O 2.3277 1.2992 6.4488 -3.371 1.037 1.979
P 3.0949 2.1541 7.4306 6.373 -1.764 -3.411
N 3.5440 3.3953 6.3432 -0.508 0.308 0.210
C 4.8167 4.0723 6.2386 0.029 0.438 0.586
C 2.4848 4.1144 5.6623 -0.397 -0.075 -0.332
N 4.3581 0.9357 7.6150 0.141 -0.573 0.238
C 5.5826 1.0350 6.8509 0.038 0.266 0.094
C 3.8756 -0.4398 7.6223 -0.045 0.034 -0.136
N 3.8278 2.9186 8.7758 -2.144 0.449 0.737
C 3.4046 4.2661 9.1550 -0.068 0.172 -0.024
C 4.5843 2.2482 9.8356 -0.200 -0.083 0.406
H 4.7206 5.1530 6.4137 -0.026 -0.009 -0.045
H 5.2328 3.9306 5.2364 -0.024 -0.008 -0.004
H 5.5429 3.7104 6.9600 -0.082 -0.099 0.018
H 2.0163 4.8659 6.3144 0.042 0.091 -0.085
H 1.6982 3.4500 5.3047 0.074 -0.162 0.139
H 2.8679 4.6436 4.7876 0.150 -0.061 0.022
H 5.4035 1.1728 5.7741 0.085 0.019 -0.018
H 6.1692 0.1232 6.9782 -0.097 -0.074 0.007
H 6.2224 1.8433 7.2133 -0.042 0.072 -0.093
H 3.6899 -0.8288 6.6138 -0.068 -0.051 0.024
H 2.9466 -0.5253 8.1847 -0.024 0.007 -0.038
H 4.6150 -1.0818 8.1115 0.067 0.060 -0.012
H 4.2470 4.9584 9.0685 0.013 -0.010 0.038
H 3.0366 4.3040 10.1820 0.006 -0.049 0.000
H 2.6017 4.6271 8.5150 0.087 -0.005 -0.112
H 5.6495 2.2656 9.5978 -0.017 -0.065 -0.070
H 4.2786 1.2200 9.9808 0.058 -0.034 -0.074
H 4.4435 2.7620 10.7900 -0.065 0.152 -0.098
O -2.9778 -2.5406 1.2998 -1.967 0.744 -1.995
P -3.3357 -3.9491 0.9637 3.024 -2.607 2.984
N -4.0778 -4.5070 2.3764 -0.165 0.353 -0.171
C -4.1003 -5.8672 2.8704 -0.387 -0.331 -0.349
C -5.0809 -3.6620 3.0104 0.192 0.440 0.132
N -1.7446 -4.6182 0.7663 0.049 0.057 -0.161
C -1.1802 -5.5009 1.7737 -0.139 -0.244 0.036
C -0.7474 -3.6517 0.3194 0.014 0.115 0.047
N -4.0140 -5.0687 -0.0955 -0.685 1.409 -0.838
C -5.4679 -5.1894 -0.1904 -0.122 -0.058 0.135
C -3.3047 -5.6948 -1.2108 0.058 0.044 -0.150
H -5.1252 -6.2505 2.9517 -0.001 0.061 0.016
H -3.6440 -5.9138 3.8631 0.001 -0.006 -0.004
H -3.5677 -6.5562 2.2211 0.001 0.099 -0.070
H -6.0443 -3.6952 2.4847 -0.031 -0.071 0.100
H -4.7514 -2.6247 3.0442 0.045 -0.020 -0.093
H -5.2523 -3.9822 4.0385 0.079 -0.081 -0.009
H -1.2404 -5.0823 2.7864 0.017 -0.061 0.012
H -0.1286 -5.6864 1.5501 0.012 0.130 -0.061
H -1.6561 -6.4821 1.7617 -0.036 0.057 0.071
H -0.3565 -3.0354 1.1374 -0.012 0.069 -0.053
H -1.1670 -2.9764 -0.4275 -0.023 0.055 0.075
H 0.0897 -4.1817 -0.1463 -0.030 -0.082 0.054
H -5.7811 -6.1923 0.1119 -0.022 -0.002 -0.028
H -5.8240 -5.0130 -1.2075 0.061 0.026 -0.016
H -5.9709 -4.4698 0.4519 0.057 -0.037 0.087
H -2.8868 -6.6539 -0.9002 0.077 0.028 -0.014
H -2.4987 -5.0745 -1.5915 0.073 -0.061 0.129
H -3.9871 -5.8807 -2.0435 -0.138 0.044 0.105
```
Positions in Å, forces in eV/Å.

***

No. 2
ORCA calculation (ωB97M-V with the def2-TZVPD basis set) on C5H7F2N as an isolated structure in a non-equilibrium geometry.

Values from the calculation:
highest occupied orbital energy	-0.3685	Eh
energy relative to the best compared isomer or geometry (same formula, charge and spin)	55.8	kcal per mole
orbital gap	11.023	eV
charge	0
energy	-12220.26219	eV
LUMO	1.00	eV

```
15
Properties=species:S:1:pos:R:3:forces:R:3
C -1.1735 0.2572 -0.0294 -0.888 -1.093 -3.262
C -0.2870 -0.5607 0.8871 -0.296 1.140 1.834
C 0.8510 0.3852 0.9291 2.938 3.955 1.177
C 1.1276 0.5941 -0.6817 -3.118 0.655 1.245
C -0.1161 -0.3357 -1.0677 1.729 -1.944 -1.969
H -0.7908 -0.8135 1.7812 -0.032 -0.729 1.213
H 0.3433 1.3601 1.3470 1.569 -1.567 -0.591
H 1.8934 0.2972 1.5345 -2.776 -0.605 -1.314
H 0.7799 1.6808 -1.0147 1.677 -2.290 0.587
H 2.1214 0.2140 -0.9349 -0.475 0.301 -0.410
H -0.0743 -0.8639 -2.1257 -0.920 2.131 1.590
H -0.9750 -2.0610 -0.3690 3.237 1.390 1.041
N 0.0130 -1.5165 -0.1263 -3.119 -2.115 -1.662
F -2.4904 -0.2354 -0.0039 1.443 0.704 -0.396
F -1.2226 1.5982 -0.1257 -0.968 0.069 0.917
```
Positions in Å, forces in eV/Å.

***

No. 3
ORCA calculation (ωB97M-V with the def2-TZVPD basis set) on a 2-piece molecular cluster, C7H11N2O4S2 overall in a non-equilibrium geometry.

Values from the calculation:
highest occupied orbital energy (spin up / spin down)	-0.1792 / -0.1792	Eh
energy relative to the best compared isomer or geometry (same formula, charge and spin)	28.6	kcal per mole
orbital gap (spin up / spin down)	7.394 / 7.396	eV
charge	-1
energy	-40274.88024	eV
LUMO (spin up / spin down)	2.52 / 2.52	eV

```
26
Properties=species:S:1:pos:R:3:forces:R:3
C -1.2273 1.9869 -0.0307 -1.461 0.438 -1.946
C -1.4187 -1.1253 0.4968 1.530 0.167 2.006
C -2.5664 1.4736 0.4343 -0.978 2.894 0.052
C 2.3319 0.1292 -0.1472 2.268 -0.636 -2.983
C 1.1251 -1.9104 -1.1605 -0.484 -1.217 -1.830
C -0.1676 -0.2338 0.0848 0.282 0.633 2.852
C 1.2162 -0.8569 -0.0318 -0.880 -0.739 -0.253
N -0.2093 1.1750 -2.0207 -0.104 0.814 0.652
N -0.4451 0.8869 -0.6247 0.846 1.455 -2.561
O -1.6429 -1.6979 -0.5531 -1.140 -0.727 -2.102
O -1.0836 3.1391 -0.4300 0.562 -2.127 0.931
O -1.8436 -1.2498 1.6350 -0.134 0.295 -0.067
O 0.6347 0.5994 -2.6273 -0.367 -0.542 0.705
S 0.0787 1.3130 2.1486 1.958 0.430 -1.349
S 1.6597 -1.9250 1.4061 -0.157 0.520 1.041
H -3.0816 2.4082 0.7437 -0.055 -0.480 -0.427
H -2.6101 0.8927 1.2925 0.359 -1.390 1.217
H -3.1290 0.9921 -0.3676 0.312 0.046 -0.163
H 2.4917 0.3604 -1.2734 -0.417 0.130 1.868
H 3.2644 -0.4722 0.1040 -0.939 1.209 -0.026
H 2.2098 1.0293 0.4343 0.045 0.097 0.256
H 1.8389 -2.6832 -0.9084 0.077 -0.432 0.016
H 1.3443 -1.7116 -2.2659 -0.168 0.781 1.754
H 0.0780 -2.3275 -1.1780 1.388 0.178 0.172
H -0.9650 0.7364 2.5809 -1.704 -1.128 0.899
H 2.1164 -0.9285 2.2586 -0.641 -0.670 -0.714
```
Positions in Å, forces in eV/Å.

***

Among the records above, which one has the lowest charge? C7H11N2O4S2

***

Copy entry 2 word for word.
ORCA calculation (ωB97M-V with the def2-TZVPD basis set) on C5H7F2N as an isolated structure in a non-equilibrium geometry.

Values from the calculation:
highest occupied orbital energy	-0.3685	Eh
energy relative to the best compared isomer or geometry (same formula, charge and spin)	55.8	kcal per mole
orbital gap	11.023	eV
charge	0
energy	-12220.26219	eV
LUMO	1.00	eV

```
15
Properties=species:S:1:pos:R:3:forces:R:3
C -1.1735 0.2572 -0.0294 -0.888 -1.093 -3.262
C -0.2870 -0.5607 0.8871 -0.296 1.140 1.834
C 0.8510 0.3852 0.9291 2.938 3.955 1.177
C 1.1276 0.5941 -0.6817 -3.118 0.655 1.245
C -0.1161 -0.3357 -1.0677 1.729 -1.944 -1.969
H -0.7908 -0.8135 1.7812 -0.032 -0.729 1.213
H 0.3433 1.3601 1.3470 1.569 -1.567 -0.591
H 1.8934 0.2972 1.5345 -2.776 -0.605 -1.314
H 0.7799 1.6808 -1.0147 1.677 -2.290 0.587
H 2.1214 0.2140 -0.9349 -0.475 0.301 -0.410
H -0.0743 -0.8639 -2.1257 -0.920 2.131 1.590
H -0.9750 -2.0610 -0.3690 3.237 1.390 1.041
N 0.0130 -1.5165 -0.1263 -3.119 -2.115 -1.662
F -2.4904 -0.2354 -0.0039 1.443 0.704 -0.396
F -1.2226 1.5982 -0.1257 -0.968 0.069 0.917
```
Positions in Å, forces in eV/Å.